{
  "formula": "C3H10OS2",
  "method": "ωB97M-V with the def2-TZVPD basis set",
  "symbols": ["C", "C", "S", "S", "C", "H", "H", "H", "H", "H", "H", "H", "H", "H", "H", "O"],
  "xyz": [[-0.10166, -2.57251, 0.41862], [0.78644, -1.32174, 0.81891], [0.78044, -0.03524, -0.41689], [-1.69126, 0.17262, 0.08665], [-1.64460, 0.27177, 1.87481], [0.49505, -3.44352, 0.78398], [-1.14530, -2.60741, 0.78192], [-0.25804, -2.56684, -0.65575], [1.77087, -1.69801, 0.69842], [0.80796, -0.87251, 1.80562], [-0.62315, 0.33591, 2.24697], [-2.25865, -0.58536, 2.05223], [-2.02072, 1.20076, 2.22771], [1.81489, 3.00667, -1.73616], [1.97728, 3.64120, -3.05086], [2.43345, 3.00001, -2.47771]],
  "lowdin_charge": [-0.177, -0.706, 0.581, 0.522, -0.494, 0.076, 0.049, 0.049, 0.033, 0.039, 0.023, 0.011, 0.013, 0.020, 0.040, -0.077],
  "homo_lumo_gap_ev": 7.7,
  "total_energy_ev": -26989.261,
  "lumo_energy_ev": -1.0,
  "e_above_lowest_kcal_mol": 46.8
}

{
  "formula": "BrClFHSi",
  "method": "ωB97M-V with the def2-TZVPD basis set",
  "symbols": ["F", "Si", "Cl", "Br", "H"],
  "xyz": [[0.05783, -0.28863, -1.59657], [0.17088, -0.11970, 0.00845], [0.01105, 2.11339, 0.58940], [-1.72126, -1.04421, 0.60301], [1.48151, -0.66084, 0.39571]],
  "lowdin_charge": [-0.267, -0.103, 0.040, 0.364, -0.035],
  "homo_lumo_gap_ev": 11.4,
  "total_energy_ev": -93179.989,
  "lumo_energy_ev": 0.1,
  "e_above_lowest_kcal_mol": 11.5
}